(a)
Here is a gas-phase ion, C5H15N2O (charge +1) from OMol25. Energies are from ωB97M-V/def2-TZVPD.

Positions of all 23 atoms, in Å:
C: 1.38605 1.25176 2.18618
N: 1.04587 0.43903 1.00051
C: 1.14266 -1.08197 1.03942
C: -0.11563 -1.65022 0.35378
N: -1.00826 -0.62522 -0.18158
C: -1.24371 -0.55211 -1.60950
C: -0.75719 0.81861 -2.19952
O: -1.41744 1.92495 -1.64686
H: 2.40845 1.24742 2.54452
H: 0.81257 0.81506 3.01842
H: 0.94253 2.23992 2.10318
H: 1.62886 0.73149 0.23242
H: 0.05672 0.63990 0.74752
H: 2.02606 -1.28900 0.45146
H: 1.15696 -1.41834 2.06669
H: -0.66949 -2.20356 1.11381
H: 0.13455 -2.37305 -0.42185
H: -1.89082 -0.66673 0.29173
H: -0.54088 -1.20871 -2.11092
H: -2.26253 -0.75954 -1.92463
H: 0.28287 0.87297 -1.86114
H: -0.79141 0.86185 -3.29205
H: -2.32678 1.98548 -1.90158

Properties
- Molecular weight: 119.19 g mol⁻¹
- Multiplicity: 1
- SMILES string: C[NH2+]CCNCCO
- HOMO energy: -13.22 eV
- LUMO energy: -2.957 eV
- Charge: +1

(b)
Here is 2 unconnected molecules or ions with the total composition C5H15N2O from OMol25. Energies are from ωB97M-V/def2-TZVPD.

Positions of all 23 atoms, in Å:
C: 1.34286 1.23506 -1.96326
C: 0.57629 0.50570 -0.83051
C: 0.62199 1.34714 0.43708
C: 0.48799 0.49559 1.74001
C: -0.47844 -1.60506 2.24386
N: -0.39661 -0.60732 1.48332
N: -0.88196 0.39858 -1.27266
H: 0.81118 1.21627 -2.93088
H: 2.27758 0.69378 -2.17335
H: 1.54078 2.27649 -1.74056
H: 0.97129 -0.48957 -0.69682
H: 1.57356 1.87649 0.48189
H: -0.13866 2.10549 0.34349
H: 1.50324 0.17852 1.98010
H: 0.21423 1.18106 2.54338
H: -1.00126 -2.47575 1.84411
H: -0.12246 -1.80578 3.25947
H: -1.15266 -0.58596 -1.47983
H: -0.98962 0.95103 -2.11781
H: -1.51712 0.72027 -0.54983
H: -1.31842 -3.22210 -0.35721
H: -2.04317 -1.93046 0.27931
O: -1.88063 -2.45947 -0.52330

Properties
- Molecular weight: 119.19 g mol⁻¹
- Multiplicity: 1
- HOMO energy: -13.81 eV
- LUMO energy: -2.891 eV
- Charge: +1

(c)
Here is 2 unconnected molecules or ions with the total composition C5H15N2O from OMol25. Energies are from ωB97M-V/def2-TZVPD.

Positions of all 23 atoms, in Å:
C: 1.26886 -0.85482 2.68798
C: -0.07635 -0.42977 2.11020
C: -0.18518 -0.52835 0.60439
C: 0.80849 0.32890 -0.19046
N: 0.34844 1.70191 -0.43302
C: -0.54313 2.02846 -1.32610
N: -1.12684 1.16811 -2.12641
H: 1.28278 -0.65753 3.76154
H: 1.43778 -1.90447 2.49485
H: 2.12141 -0.25679 2.38117
H: -0.85526 -1.03065 2.58242
H: -0.29594 0.58725 2.44184
H: -1.19341 -0.37081 0.25521
H: 0.07919 -1.54170 0.29741
H: 1.73059 0.42452 0.38202
H: 1.06234 -0.10568 -1.15540
H: 0.63311 2.43001 0.20726
H: -0.85361 3.04824 -1.47000
H: -0.95985 0.15230 -2.19208
H: -1.68136 1.52270 -2.88037
H: -1.79593 -1.96076 -2.85549
H: -0.27050 -2.22167 -2.71945
O: -0.93563 -1.52939 -2.85750

Properties
- Molecular weight: 119.19 g mol⁻¹
- Multiplicity: 1
- HOMO energy: -14.56 eV
- LUMO energy: -2.881 eV
- Charge: +1

(d)
Here is 2 unconnected molecules or ions with the total composition C5H15N2O from OMol25. Energies are from ωB97M-V/def2-TZVPD.

Positions of all 23 atoms, in Å:
C: -2.32078 -0.84750 1.48840
C: -1.25349 -0.16032 0.68597
C: -0.24638 0.65100 1.47061
C: 0.95808 1.09677 0.62820
C: 0.83322 1.36556 -0.68037
N: 2.04543 1.58103 -1.37293
N: -0.50172 -1.30563 -0.07878
H: -1.89027 -1.54893 2.19991
H: -3.13611 -1.22517 0.86666
H: -2.89109 -0.06363 2.00825
H: -1.68997 0.43550 -0.11608
H: 0.02363 0.01571 2.31768
H: -0.65875 1.55127 1.92917
H: 1.84902 1.08569 1.23992
H: -0.02751 1.29840 -1.32092
H: 2.92229 1.88786 -0.99920
H: 1.88729 1.91559 -2.31164
H: 0.46301 -1.00196 -0.24476
H: -0.98729 -1.41695 -0.94963
H: -0.52580 -2.19933 0.38857
H: 2.23024 -0.45532 -2.22475
H: 1.42847 -1.60623 -2.85136
O: 1.48847 -1.05342 -2.07292

Properties
- Molecular weight: 119.19 g mol⁻¹
- Multiplicity: 1
- HOMO energy: -11.92 eV
- LUMO energy: -2.915 eV
- Charge: +1

The structure shown above that is least stable: (a).